Record 1
Density functional theory data (ωB97M-V/def2-TZVPD) for a structure of composition C21H28IN3PtSi.

Structure (ORCA input):
```
! wB97M-V def2-TZVPD RIJCOSX def2/J DEFGRID3
* xyz 0 3
C 3.52620 0.48238 4.35558
C 3.58592 -0.97181 4.26269
H 4.28854 0.97198 3.73339
H 3.65130 0.86055 5.37375
H 2.56657 0.88796 3.98598
H 3.44422 -1.30705 3.23402
H 4.58835 -1.34068 4.56843
H 2.83029 -1.44949 4.90882
C 1.06670 2.57334 -1.60919
C 1.10450 3.40403 -2.72497
C 1.02909 2.85260 -4.01255
C 0.88402 1.48146 -4.15762
H 1.08262 2.90708 -0.57882
H 1.21217 4.46933 -2.57524
H 1.09239 3.48440 -4.90132
H 0.80870 0.96313 -5.11390
N 1.03768 1.24171 -1.78289
C 0.88295 0.68304 -3.01360
C 0.78896 -0.73778 -3.00440
N 0.91590 -1.29856 -1.77273
C 0.87159 -2.62492 -1.59458
C 0.66366 -2.91727 -3.98591
C 0.77017 -3.46229 -2.69822
H 0.94699 -2.95878 -0.56470
H 0.79508 -4.53751 -2.54170
C 0.65684 -1.54092 -4.14153
H 0.59665 -1.02547 -5.10197
H 0.60295 -3.56130 -4.86592
Pt 1.39467 -0.04829 -0.13730
I 3.75416 -0.10467 0.52810
C -0.12159 0.17257 3.91912
Si -1.20890 0.19600 2.36341
C -2.40540 -1.23008 2.66320
C -2.07151 1.86797 2.45697
N -0.51649 0.01508 0.68286
C -1.52590 -0.03971 -0.28240
C -2.13675 -1.27334 -0.63545
C -3.17196 -1.31206 -1.55581
C -3.65429 -0.12335 -2.12157
C -3.09894 1.10380 -1.75124
C -2.07931 1.15504 -0.81581
H -0.79054 0.18015 4.80286
H 0.52873 1.05237 4.00743
H 0.50311 -0.72819 3.99639
H -2.66154 -1.31850 3.73133
H -3.34842 -1.12530 2.11087
H -1.94544 -2.18129 2.36058
H -1.37299 2.66456 2.16545
H -2.94909 1.93323 1.80050
H -2.41041 2.08767 3.48210
H -1.77321 -2.18390 -0.14120
H -3.60692 -2.27143 -1.83682
H -4.47021 -0.15839 -2.84008
H -3.47070 2.03330 -2.18622
H -1.68115 2.10762 -0.44815
*
```

Output
LUMO energy (alpha / beta) ... -1.0 / -0.9 eV
DFT total energy ... -45927.016 eV

natural (NBO) population analysis, charges in e, atoms 1 to 4: -0.6057 -0.6129 0.2059 0.1955

Record 2
Density functional theory data (ωB97M-V/def2-TZVPD) for a cluster of 2 separate species, CH4NO3P in total.

Structure (ORCA input):
```
! wB97M-V def2-TZVPD RIJCOSX def2/J DEFGRID3
* xyz 0 1
C -3.25018 -0.12166 -0.08872
N -3.43363 -0.97188 0.62555
O 0.23581 0.62790 -0.70330
O 1.19621 -1.10155 0.94766
O 2.37491 1.01860 0.46503
P 1.37974 -0.01277 -0.18994
H -3.42472 0.59529 -0.93468
H 2.21555 -0.67126 -1.07444
H 0.29102 -1.18229 1.05060
H 2.41531 1.81963 -0.09776
*
```

Output
LUMO energy ... 0.7 eV
Energy above the lowest of the compared OMol25 structures with the same formula, charge and spin ... 12.3 kcal/mol
DFT total energy ... -18024.284 eV
SMILES ... O=[PH](O)O.C#N

natural (NBO) population analysis, charges in e, atoms 1 to 4: 0.0799 -0.3289 -1.1084 -0.9641

Record 3
Density functional theory data (ωB97M-V/def2-TZVPD) for the molecule C5H14N2.

Structure (ORCA input):
```
! wB97M-V def2-TZVPD RIJCOSX def2/J DEFGRID3
* xyz 0 1
C 1.02983 -0.34373 -0.37623
C 0.59046 0.61839 0.69599
C 1.88550 1.08849 1.35873
C -0.39039 -0.03472 1.67078
N -0.03386 -1.18852 -1.09320
C -1.24628 -0.73960 -1.91623
N -2.05070 0.15132 -1.15759
H 1.67899 -1.19589 0.00952
H 1.47011 0.15306 -1.18774
H -0.03436 1.39395 0.26843
H 2.27737 1.75799 0.62528
H 2.55604 0.14695 1.50191
H 1.66096 1.68505 2.26569
H -0.77573 0.65582 2.45609
H -1.22420 -0.45094 1.11566
H -0.10297 -0.97272 2.08530
H -0.24207 -2.09211 -0.82504
H -0.95225 -0.27048 -2.90233
H -1.80140 -1.75213 -2.05566
H -1.46534 0.86728 -0.75974
H -2.82971 0.52251 -1.77962
*
```

Output
LUMO energy ... 1.1 eV
Energy above the lowest of the compared OMol25 structures with the same formula, charge and spin ... 47.5 kcal/mol
DFT total energy ... -8390.560 eV
SMILES ... CC(C)CNCN

natural (NBO) population analysis, charges in e, atoms 1 to 4: -0.2025 -0.2492 -0.6014 -0.6324

Record 4
Density functional theory data (ωB97M-V/def2-TZVPD) for a cluster of 12 separate species, C19H28BCl33NO5S in total.

Structure (ORCA input):
```
! wB97M-V def2-TZVPD RIJCOSX def2/J DEFGRID3
* xyz 1 1
C 0.62858 1.79530 -1.60387
O -0.01800 0.83668 -0.73798
B -1.35376 0.95990 -0.53638
O -2.19866 1.62401 -1.39823
C -1.87285 0.21157 0.77060
C -3.33790 0.33484 1.16499
N -3.94670 -0.93091 0.76320
C -3.07075 -1.82987 0.49843
C -1.67424 -1.35126 0.67779
C -1.20810 -1.97461 2.01378
C 0.28426 -1.69020 2.19394
C 0.85876 -1.90089 3.59598
S -0.02852 -1.14378 4.92676
O -1.33651 -1.70997 5.06833
O 0.80976 -1.20553 6.08406
O -0.13003 0.38407 4.46287
H 0.20636 2.78828 -1.47090
H 0.56256 1.48245 -2.64572
H 1.67792 1.81750 -1.30716
H -2.45159 2.52262 -1.13112
H -1.18810 0.51692 1.56538
H -3.87339 1.18429 0.73531
H -3.42306 0.49984 2.24532
H -4.94224 -1.11203 0.66859
H -3.26290 -2.84389 0.15906
H -1.08588 -1.71230 -0.17028
H -1.36014 -3.05764 1.95166
H -1.83510 -1.59206 2.81975
H 0.81816 -2.39176 1.54492
H 0.54898 -0.69928 1.81170
H 1.84717 -1.43262 3.61473
H 0.97519 -2.94787 3.87492
H 0.39696 0.48523 3.64842
C -3.45878 5.36073 0.40240
Cl -2.11057 6.31070 1.01419
Cl -3.09735 4.71753 -1.20624
Cl -3.87263 4.06075 1.52162
H -4.31522 6.01613 0.31105
C 5.14780 0.72139 -1.91645
Cl 4.95636 -0.77868 -2.81654
Cl 6.78575 1.34503 -2.08129
Cl 3.97256 1.92384 -2.46699
H 4.96260 0.52161 -0.86843
C 5.73070 2.38310 -6.04914
Cl 4.25179 3.31506 -6.31889
Cl 5.72898 0.92500 -7.03951
Cl 7.15394 3.36424 -6.37476
H 5.75225 2.08761 -5.00758
C 4.48202 0.24254 3.05358
Cl 4.35184 -1.31936 3.87073
Cl 5.89041 0.30626 2.01245
Cl 3.01155 0.60141 2.12140
H 4.58108 1.01011 3.81088
C -3.95899 -3.84753 -2.68620
Cl -5.47641 -3.06794 -2.25128
Cl -2.63024 -2.68799 -2.76306
Cl -3.61274 -5.14803 -1.53781
H -4.08110 -4.29468 -3.66411
C 3.39178 3.37069 -10.05866
Cl 1.90687 4.29019 -10.31616
Cl 3.40005 1.90461 -11.03901
Cl 4.81040 4.36003 -10.39504
H 3.42433 3.07676 -9.01893
C 1.12288 4.48448 2.12068
Cl 2.53980 5.13920 2.92534
Cl 1.53928 3.77430 0.55960
Cl 0.29378 3.30951 3.15331
H 0.42656 5.29226 1.94151
C -9.19303 -4.12915 -0.29282
Cl -7.77928 -3.49465 0.57852
Cl -8.76807 -4.54173 -1.95236
Cl -9.86319 -5.51496 0.55330
H -9.94284 -3.34972 -0.31837
C -6.09502 -3.30949 4.20650
Cl -5.30025 -2.22535 3.03281
Cl -5.06672 -4.69418 4.53266
Cl -6.48779 -2.43473 5.67355
H -7.01369 -3.65975 3.75313
C 1.51190 -6.20593 -0.22830
Cl 1.50568 -6.88635 1.39794
Cl -0.13418 -5.88803 -0.78297
Cl 2.48337 -4.74052 -0.29814
H 1.95322 -6.93408 -0.89599
C 7.95020 4.02729 2.42534
Cl 8.47215 2.89722 1.17558
Cl 6.87931 5.25477 1.75210
Cl 7.16469 3.17430 3.75679
H 8.82787 4.52271 2.81848
*
```

Output
LUMO energy ... -3.3 eV
DFT total energy ... -456631.951 eV

Mulliken population analysis, charges in e, atoms 1 to 4: -0.5877 -0.3775 1.1954 -0.7517